# 1
14
Properties=species:S:1:pos:R:3:forces:R:3:lowdin_charge:R:1 method="wB97M-V/def2-TZVPD" multiplicity=1 e_above_lowest_kj_mol=583.1 homo_energy_ev="-7.1 / -7.1" homo_lumo_gap_ev="7.62 / 7.62"
C -1.859425 0.329354 -0.425229 3.12 -0.83 0.36 -0.24
C -1.045993 0.761677 0.847017 -0.78 -3.33 -1.35 -0.12
C 0.846669 -0.236296 0.064440 -3.43 -2.43 -2.51 -0.30
C 2.303258 -0.645982 -0.240562 0.30 3.31 2.69 0.03
N -1.495184 -1.042290 -0.760215 0.92 0.71 0.86 -0.01
O 0.333249 0.876203 0.588613 3.15 -1.44 -0.99 0.02
O -0.018883 -1.106458 -0.484487 2.18 1.54 1.01 -0.08
H -2.860167 0.385046 -0.260127 -3.16 -0.38 1.16 0.07
H -1.810409 0.977989 -1.281508 1.12 1.01 -0.41 0.10
H -1.164473 1.693442 1.188062 -1.70 3.36 1.57 0.08
H -1.148379 -0.037228 1.614605 -0.37 0.72 -0.39 0.15
H 2.985212 0.311567 -0.069768 -1.37 -1.98 -0.33 0.13
H 2.289790 -0.850075 -1.289943 0.38 -0.79 -0.35 0.07
H 2.644732 -1.416944 0.509100 -0.37 0.53 -1.31 0.10

---

# 2
40
Properties=species:S:1:pos:R:3:forces:R:3:mulliken_spin:R:1 method="wB97M-V/def2-TZVPD" multiplicity=3 homo_energy_ev="-7.1 / -7.1" homo_lumo_gap_ev="7.63 / 4.90"
Au -0.318691 0.457050 -0.154853 -0.44 0.31 -0.03 0.37
C -3.080852 -1.153595 0.853576 -0.27 -0.03 -0.19 0.02
N -1.768333 -0.774135 1.351455 0.09 -0.05 0.01 0.10
C -1.934282 0.002175 2.572595 0.12 0.10 0.10 -0.01
C -0.957215 -1.970601 1.533904 0.51 -0.20 0.07 0.00
C 0.511339 -1.696046 1.824348 -0.17 -0.08 0.20 -0.01
N 1.142381 -0.852778 0.830104 -1.16 0.48 -0.49 0.06
C 2.477844 -0.908912 0.730543 1.01 0.01 -0.17 0.01
C 3.162844 -0.167476 -0.269602 0.23 -0.09 0.11 0.00
F 2.448386 0.651763 -1.067408 0.16 -0.08 -0.02 0.00
C 4.526040 -0.223948 -0.474232 -0.03 -0.20 0.26 0.00
F 5.077707 0.521349 -1.445830 -0.16 0.02 -0.06 0.00
C 5.348601 -1.028865 0.295214 -0.29 -0.01 0.14 0.00
C 4.730607 -1.731143 1.312286 0.04 0.20 -0.29 0.00
F 5.483871 -2.501535 2.117855 -0.14 0.04 0.01 0.00
C 3.368446 -1.667720 1.547070 0.08 0.09 -0.04 0.00
F 2.944198 -2.345515 2.647236 -0.01 0.05 -0.07 0.00
H -3.582956 -1.821954 1.562917 0.00 -0.04 0.07 0.00
H -2.990593 -1.670068 -0.099174 0.04 0.01 -0.07 0.00
H -3.697659 -0.268345 0.714071 -0.01 -0.06 -0.01 -0.01
H -2.442519 -0.589111 3.344231 0.01 -0.01 0.04 0.00
H -2.537709 0.882560 2.349813 0.03 -0.01 0.06 0.00
H -0.966348 0.328920 2.942564 0.03 0.01 0.07 0.00
H -1.018596 -2.546332 0.606026 -0.05 0.01 0.06 0.00
H -1.362614 -2.583367 2.355593 -0.02 0.01 -0.10 0.00
H 0.988354 -2.680086 1.855556 -0.15 0.11 0.10 0.00
H 0.618015 -1.240239 2.818663 -0.05 -0.23 0.06 0.00
H 6.408598 -1.092422 0.126199 0.12 0.02 -0.02 0.00
C -3.697994 2.988328 -2.373135 0.01 0.07 -0.01 -0.01
C -2.376952 2.415096 -1.955700 -0.61 -0.34 1.38 0.16
S -2.378406 1.745376 -0.375494 0.45 0.02 -0.68 0.52
C -1.246293 2.442759 -2.726736 1.68 -0.56 -0.15 0.12
C -1.166685 3.146087 -4.046486 -0.05 0.03 -0.10 0.00
S 0.228461 1.692375 -2.249703 -0.74 0.13 0.09 0.61
H -4.470629 2.644846 -1.687194 -0.03 0.08 -0.10 0.00
H -3.958889 2.674617 -3.383108 -0.04 0.02 -0.04 0.01
H -3.670701 4.077824 -2.343461 -0.04 0.08 -0.07 0.01
H -2.141019 3.468742 -4.398427 -0.08 0.04 -0.08 0.00
H -0.711708 2.492262 -4.788112 -0.04 0.00 -0.08 0.01
H -0.522913 4.022491 -3.963186 -0.02 0.04 0.03 0.01

---

# 3
11
Properties=species:S:1:pos:R:3:forces:R:3:lowdin_charge:R:1 method="wB97M-V/def2-TZVPD" multiplicity=1 e_above_lowest_kj_mol=76.9 homo_energy_ev=-8.5 smiles=Nc1ccn[nH]1 homo_lumo_gap_ev=9.33
N -1.879422 -0.013100 0.182456 0.11 -0.12 -0.08 0.10
C -0.484508 0.016678 0.049817 0.43 0.03 0.07 -0.37
C 0.497666 -0.958753 -0.005512 0.26 0.16 0.66 -0.06
C 1.704316 -0.249451 -0.079395 0.31 0.26 -0.02 -0.20
N 1.534936 1.054731 -0.071692 -0.02 -0.02 -0.26 0.01
N 0.191209 1.192268 0.005000 -0.29 0.12 -0.08 0.00
H -2.223211 -0.965126 0.171481 0.04 0.14 0.03 0.09
H -2.360253 0.515256 -0.539208 0.14 -0.07 0.14 0.09
H 0.571535 -1.957137 0.363237 -0.89 -0.72 -0.47 0.09
H 2.684744 -0.702762 -0.150298 -0.01 0.28 0.11 0.10
H -0.190411 2.117625 0.095090 -0.08 -0.06 -0.09 0.15

---

# 4
43
Properties=species:S:1:pos:R:3:forces:R:3:lowdin_charge:R:1 method="wB97M-V/def2-TZVPD" multiplicity=1 e_above_lowest_kj_mol=2267.8 homo_energy_ev=-6.7 homo_lumo_gap_ev=2.16
O -1.951547 -4.091336 -3.630905 -2.66 1.77 1.96 -0.27
V -2.839767 -3.367406 -2.478205 4.22 -1.27 0.59 1.28
O -4.102677 -2.677026 -2.969175 -0.72 0.07 -1.17 -0.20
O -1.603727 3.253224 -4.335475 4.43 2.10 1.83 -0.29
V -0.217897 3.872104 -3.670995 -0.76 -3.96 -3.67 1.21
O 1.061453 3.607234 -4.678025 -3.88 0.96 2.89 -0.30
O 3.435353 -3.361646 1.975625 -0.11 0.20 0.95 -0.23
V 2.530333 -2.595916 2.985255 -2.02 0.49 -2.61 1.24
O 2.956063 -2.902686 4.408725 0.86 -0.58 1.23 -0.21
O -5.561157 0.353414 3.438905 1.28 0.37 -1.28 -0.32
V -4.516137 0.415764 2.249485 -1.86 -3.03 -1.82 1.16
O -5.233947 -0.235436 0.948655 1.41 1.69 2.71 -0.32
S -0.153667 0.089634 -0.589675 -0.53 -0.26 0.95 0.13
O 0.440763 1.292034 -1.213685 2.28 2.01 -1.03 -0.39
O 0.753763 -0.535676 0.394515 0.59 0.08 -0.86 -0.38
O -1.310787 0.579044 0.103435 -2.73 0.70 1.77 -0.41
O -0.570477 -0.760546 -1.699035 -0.13 -2.10 -1.20 -0.40
S -2.006187 -4.141466 2.410185 -2.85 -0.73 0.56 0.16
O -0.604067 -4.161006 2.677035 4.10 1.36 0.63 -0.39
O -2.232587 -4.347716 0.981255 -0.42 -0.63 -2.23 -0.41
O -2.578117 -5.190846 3.281555 -0.55 0.64 -0.74 -0.33
O -2.732287 -2.859996 2.701485 0.09 0.71 0.95 -0.37
O -2.091717 5.047194 -0.919055 0.32 0.04 -0.50 -0.05
H -2.742397 4.404184 -0.637265 -0.11 -0.36 -0.03 0.04
H -2.054287 5.680624 -0.202395 0.11 0.21 0.16 0.04
O 2.338703 -1.840126 -3.610445 0.19 -0.04 -0.39 -0.06
H 1.455673 -1.689806 -3.272965 -0.39 0.24 0.32 0.01
H 2.772563 -2.352086 -2.927885 0.08 -0.08 0.19 0.03
O 5.174443 0.035354 2.717045 -0.32 -0.32 0.14 -0.05
H 6.100033 0.212384 2.884865 0.21 -0.06 0.11 0.04
H 4.926103 0.671754 2.046555 -0.18 0.28 -0.34 0.02
O 0.776503 0.442234 4.615885 0.20 -0.31 -0.12 -0.05
H 0.490343 1.116764 3.999965 -0.02 0.20 -0.31 0.02
H 0.435993 0.730504 5.462755 -0.02 -0.04 0.26 0.04
O 1.056343 3.826434 2.518155 -0.17 -0.01 0.24 -0.05
H 1.162613 3.322984 1.711015 0.00 -0.33 -0.27 0.02
H 1.221753 4.732944 2.259115 0.10 0.21 0.03 0.03
O 4.040753 2.386354 -0.090845 0.18 0.13 0.34 -0.05
H 3.139163 2.316534 -0.404675 -0.44 -0.34 -0.11 0.02
H 4.541303 2.663014 -0.858395 0.18 0.00 -0.18 0.03
O -2.288137 -1.361636 -6.230295 -0.29 -0.06 0.04 -0.05
H -1.793497 -0.542976 -6.267115 0.12 0.23 0.02 0.03
H -1.624957 -2.036396 -6.084945 0.20 -0.22 0.01 0.03

---

# 5
8
Properties=species:S:1:pos:R:3:forces:R:3:mulliken_spin:R:1 method="wB97M-V/def2-TZVPD" multiplicity=3 e_above_lowest_kj_mol=489.1 homo_energy_ev="-7.0 / -9.8" homo_lumo_gap_ev="7.25 / 9.19"
C -0.872426 -1.284743 -0.115421 4.55 -2.17 -1.37 0.64
C 0.289000 1.073381 0.038591 -1.50 0.38 -0.26 -0.01
N 1.175904 -1.113820 -0.199293 -3.48 2.42 0.98 0.94
O 1.191376 0.172612 0.348511 2.36 -3.51 -0.14 0.07
S -1.464560 0.144090 0.105873 -1.04 3.29 1.06 0.32
H -1.031482 -2.298528 0.104826 -0.45 -0.76 0.43 0.02
H 0.464532 1.917428 0.689654 -0.70 0.18 0.42 0.01
H 0.247658 1.389581 -0.972742 0.28 0.17 -1.11 0.01

---

# 6
16
Properties=species:S:1:pos:R:3:forces:R:3:lowdin_charge:R:1 method="wB97M-V/def2-TZVPD" multiplicity=1 e_above_lowest_kj_mol=126.4 homo_energy_ev=-10.7 smiles=CC[C@@H](O)CC#N homo_lumo_gap_ev=11.44
C 1.978843 -0.252762 0.041286 0.10 -0.03 -0.06 -0.11
C 0.679658 0.519391 0.221284 0.00 0.03 -0.02 -0.21
C -0.476378 0.029791 -0.683762 0.02 0.32 0.09 -0.38
O -0.448510 -1.362147 -0.950074 0.26 -0.04 -0.07 -0.03
C -1.869159 0.292756 -0.061213 0.02 0.05 -0.04 -0.11
C -1.761520 0.134715 1.388538 0.34 -0.06 0.97 -0.22
N -1.393364 0.064490 2.482654 -0.92 -0.04 -0.74 0.15
H 2.378331 -0.222212 -0.978968 -0.03 0.01 0.08 0.08
H 2.735731 0.155835 0.717280 -0.03 -0.07 -0.18 0.08
H 1.815578 -1.296613 0.332194 0.13 0.15 -0.11 0.08
H 0.810654 1.595303 0.044763 0.08 -0.17 -0.05 0.12
H 0.428309 0.415419 1.281461 -0.03 0.05 -0.38 0.08
H -0.442417 0.584989 -1.635774 0.01 -0.13 0.15 0.14
H 0.372714 -1.555148 -1.422062 -0.17 -0.06 0.16 0.09
H -2.592063 -0.408309 -0.487704 0.14 0.07 0.09 0.12
H -2.216414 1.304507 -0.289904 0.09 -0.08 0.11 0.12

---

# 7
40
Properties=species:S:1:pos:R:3:forces:R:3:lowdin_charge:R:1 method="wB97M-V/def2-TZVPD" multiplicity=1 e_above_lowest_kj_mol=0.0 homo_energy_ev=-4.5 smiles="COc1ccc([C@@H](C[N+](=O)[O-])C2=[S@@](=O)([O-])c3ccccc3S2(=O)=O)cc1" total_charge=-1 homo_lumo_gap_ev=7.18
C -1.834695 0.227013 2.649474 -2.53 1.38 -1.24 -0.05
N -0.450617 0.016044 2.337867 4.63 -1.09 -0.37 -0.36
O 0.309953 1.018647 2.160888 -2.26 -2.12 0.47 0.01
O 0.024340 -1.167452 2.223889 -1.81 3.06 0.50 0.02
H -2.423689 -0.684538 2.526613 0.57 0.05 -1.06 0.10
H -2.138556 1.138522 1.958503 0.82 -2.35 0.94 0.17
C 2.549824 2.850168 7.345274 -0.57 0.60 0.27 -0.08
O 1.217769 3.447378 7.224444 1.34 -0.87 -0.54 -0.10
C 0.346566 2.769520 6.417179 -0.26 -1.06 -0.38 -0.28
C 0.637187 1.487298 5.899423 -0.42 0.27 0.28 0.00
C -0.368871 0.773604 5.247264 -0.31 1.42 -0.70 -0.03
C -1.549269 1.461739 4.865366 0.70 -0.56 1.12 -0.22
C -2.537450 0.716330 4.038906 0.72 1.08 -0.75 -0.30
C -3.372358 -0.219476 4.829733 0.27 0.13 -0.07 -0.42
S -4.741835 -0.888913 4.009815 0.86 0.44 2.40 0.67
O -5.824822 0.073484 3.874508 0.33 -0.51 -0.63 -0.33
O -4.315558 -1.666001 2.870149 -0.61 -0.08 -0.94 -0.32
C -5.169278 -2.016664 5.317304 -0.19 -0.76 0.80 -0.25
C -4.179582 -2.172331 6.288623 -0.61 0.22 -0.08 -0.26
C -4.350916 -3.007232 7.379319 0.20 -0.29 0.28 -0.05
C -5.539297 -3.730115 7.500444 0.07 0.19 -0.21 -0.08
C -6.546465 -3.587243 6.541209 0.06 0.30 -0.43 -0.09
C -6.367293 -2.726291 5.443349 0.20 -0.01 -0.21 -0.04
S -2.733146 -1.147565 6.150924 -1.83 -0.25 -0.80 0.67
O -1.670766 -2.048802 5.748810 0.71 0.23 0.36 -0.32
O -2.633336 -0.478501 7.441889 0.52 -0.05 -0.78 -0.32
C -1.801965 2.751981 5.342636 -0.50 -0.43 -0.60 -0.02
C -0.891806 3.375604 6.157127 1.25 0.14 0.21 -0.02
H 3.012227 3.606804 7.974207 0.49 -0.29 0.03 0.08
H 2.548100 1.864139 7.860314 -0.28 0.63 -0.28 0.09
H 3.125713 2.743130 6.393324 -0.78 0.25 0.47 0.10
H 1.631229 1.046673 5.960779 -0.35 0.06 0.34 0.10
H -0.210498 -0.261274 4.927777 0.03 0.46 0.08 0.11
H -3.127239 1.450777 3.461496 -0.62 -0.17 1.25 0.13
H -3.540137 -3.093472 8.127111 -0.63 0.10 -0.49 0.13
H -5.670463 -4.392649 8.352284 -0.07 0.08 -0.16 0.10
H -7.485207 -4.139553 6.624165 0.32 0.14 0.05 0.10
H -7.128432 -2.611941 4.658017 0.26 -0.09 0.53 0.12
H -2.737276 3.260081 5.049993 0.54 -0.34 0.24 0.13
H -1.018726 4.379804 6.531704 -0.25 0.08 0.10 0.11

---

# 8
22
Properties=species:S:1:pos:R:3:forces:R:3:lowdin_charge:R:1 method="wB97M-V/def2-TZVPD" multiplicity=1 e_above_lowest_kj_mol=213.5 homo_energy_ev=-8.8 smiles=CCCNC.O.O homo_lumo_gap_ev=9.51
C 1.731673 0.804588 -0.506879 0.10 -2.94 1.07 -0.07
C 1.157471 -0.173630 0.606638 1.35 2.04 1.53 -0.23
C -0.258214 0.115007 1.170533 1.18 -1.83 -1.58 -0.21
N -1.103165 -0.495130 0.137730 -0.62 0.43 -0.27 -0.16
C -2.075454 -1.524454 0.478583 -0.62 0.97 -0.62 -0.12
H 0.975005 1.547152 -0.623281 0.36 0.58 -0.95 0.03
H 2.727286 1.023360 -0.130535 -0.26 1.31 0.02 0.07
H 2.014930 0.241586 -1.387890 -0.82 0.19 -0.68 0.06
H 1.226839 -1.225781 0.377699 0.14 -0.25 -0.03 0.09
H 1.878592 0.083704 1.403673 -0.31 -0.85 0.26 0.10
H -0.339788 -0.426345 2.125206 -0.27 0.48 -0.18 0.12
H -0.433780 1.179217 1.244503 -0.15 0.25 0.52 0.09
H -1.433995 0.247486 -0.467743 -0.46 -0.49 0.02 0.11
H -1.562059 -2.301020 1.029294 -0.11 -0.34 0.03 0.08
H -2.952340 -1.164920 1.027989 0.15 0.05 0.55 0.07
H -2.542302 -1.902031 -0.445247 0.59 -0.25 0.19 0.08
H -0.349354 -2.007494 -2.710317 -0.42 0.29 0.67 0.03
H 0.469017 -1.644577 -1.344197 -1.12 0.15 -0.29 -0.02
O 0.486954 -1.966652 -2.252027 1.40 -0.43 -0.49 -0.06
H -0.639115 3.231561 -0.129773 0.40 0.13 0.12 0.04
H 0.800792 2.792174 0.227232 -0.27 0.60 0.09 -0.01
O 0.221006 3.566199 0.168807 -0.26 -0.10 0.04 -0.07

---

| no. | M (u) | E (Ha) |
| --- | --- | --- |
| 1 | 101.10 | -361.65876 |
| 2 | 550.40 | -1984.62659 |
| 3 | 83.09 | -281.56076 |
| 4 | 650.00 | -6310.65983 |
| 5 | 89.12 | -605.92330 |
| 6 | 99.13 | -325.88940 |
| 7 | 396.42 | -1995.77068 |
| 8 | 109.17 | -366.56984 |